i.
This record from OMol25 describes the molecule CH6N4. The level of theory is ωB97M-V/def2-TZVPD.

CARTESIAN COORDINATES (ANGSTROEM)
N 1.847 -0.488 0.224
N 0.643 -1.268 0.406
C -0.472 -0.631 0.110
N -0.418 0.586 -0.535
N -1.534 1.515 -0.098
H 2.513 -1.356 -0.139
H 1.544 0.060 -0.590
H -1.424 -1.158 0.445
H 0.429 0.912 -0.204
H -1.815 1.181 0.789
H -2.181 1.723 -0.946

Highest occupied orbital energy: -8.78 eV
SMILES: N/N=C\NN

***

ii.
This record from OMol25 describes the molecule CH6N4. The level of theory is ωB97M-V/def2-TZVPD.

CARTESIAN COORDINATES (ANGSTROEM)
H 0.053 -0.978 1.590
N 0.031 -1.396 0.542
C -0.340 -0.297 -0.227
N -0.456 -0.496 -1.604
N 0.067 0.943 -0.045
N 0.718 0.993 1.213
H -1.043 0.509 -2.043
H -1.117 -1.318 -1.766
H 0.159 1.721 -0.624
H -0.059 0.934 1.943
H 1.529 0.612 1.512

Highest occupied orbital energy: -8.53 eV
SMILES: [H]/N=C(/N)NN

***

iii.
This record from OMol25 describes the molecule CH6N4. The level of theory is ωB97M-V/def2-TZVPD.

CARTESIAN COORDINATES (ANGSTROEM)
N 0.620 -0.203 -1.569
N -0.100 -1.250 -0.871
C -0.247 -0.595 0.238
N -0.047 0.640 0.425
N -0.389 1.269 1.633
H 1.698 -0.215 -1.138
H 0.631 -0.678 -2.540
H -0.325 -1.596 1.023
H -0.277 1.183 -0.479
H 0.415 0.919 2.360
H -1.248 0.769 2.024

Highest occupied orbital energy: -8.09 eV
SMILES: N/N=C\NN

***

Which structure loses on stability? iii does.

***

i.
This record from OMol25 describes a cluster of 2 separate species, C4H11N2O in total. The level of theory is ωB97M-V/def2-TZVPD.

CARTESIAN COORDINATES (ANGSTROEM)
C -0.951 -1.185 -1.205
N 0.460 2.144 -0.255
C 0.273 2.141 1.123
O -0.851 3.032 1.798
C -0.294 -1.506 0.042
C 0.898 -1.324 -0.950
N -0.198 -2.732 0.742
H -1.474 -1.903 -1.829
H -1.109 -0.168 -1.569
H 1.455 2.040 -0.426
H 1.144 2.473 1.718
H -0.093 1.197 1.518
H -0.481 -0.687 0.755
H 0.956 -0.686 -1.847
H 1.643 -0.899 -0.253
H 1.199 -2.314 -1.273
H -1.377 3.317 1.052
H -1.200 -2.941 0.860

Highest occupied orbital energy: -2.26 eV
Charge: -1

***

ii.
This record from OMol25 describes the ion C4H11N2O with charge -1. The level of theory is ωB97M-V/def2-TZVPD.

CARTESIAN COORDINATES (ANGSTROEM)
N 1.376 -2.546 1.293
C 0.239 -1.778 0.628
N 0.533 -0.396 0.570
C -0.198 0.831 0.855
C 0.002 1.905 -0.201
C -1.169 1.610 -1.326
O -0.936 0.512 -1.978
H 2.159 -2.404 0.651
H 1.624 -1.906 2.046
H 0.153 -2.165 -0.384
H -0.546 -2.026 1.334
H 1.167 -0.211 -0.190
H -1.214 0.554 1.168
H 0.181 1.245 1.814
H 0.860 1.799 -0.868
H 0.073 2.873 0.304
H -1.115 2.540 -1.978
H -2.049 1.956 -0.710

Highest occupied orbital energy: -2.41 eV
Charge: -1
SMILES: NCNCCC[O-]

***

Which structure loses on stability? i does.

***

i.
This record from OMol25 describes a cluster of 2 separate species, C4H12N2O2 in total. The level of theory is ωB97M-V/def2-TZVPD.

CARTESIAN COORDINATES (ANGSTROEM)
N -0.933 2.557 1.648
C -0.705 1.095 1.480
C -0.585 0.565 -0.001
N -0.390 -0.804 -0.370
C 0.369 -0.905 -1.627
C -1.769 -1.365 -0.513
O -0.635 1.433 -0.838
H -0.538 3.185 0.909
H -1.945 2.656 1.457
H 0.175 0.800 2.120
H -1.669 0.752 1.929
H -0.275 -0.884 -2.573
H 1.018 -1.861 -1.539
H 0.996 -0.001 -1.851
H -2.244 -1.230 0.425
H -2.485 -1.010 -1.262
H -1.682 -2.446 -0.515
H 3.338 -2.743 0.295
H 4.237 -1.791 -0.594
O 3.943 -1.939 0.366

Highest occupied orbital energy (alpha / beta): -14.05 / -14.01 eV
Charge: +1
2S+1: 2

***

ii.
This record from OMol25 describes a cluster of 2 separate species, C4H12N2O2 in total. The level of theory is ωB97M-V/def2-TZVPD.

CARTESIAN COORDINATES (ANGSTROEM)
O 2.538 0.129 0.671
C 1.823 0.985 1.088
C 0.301 0.800 1.058
C -0.067 -0.445 2.046
N -0.060 0.455 -0.266
C -1.402 0.484 -0.791
N -1.884 -0.833 -1.176
H 2.197 1.913 1.552
H -0.252 1.581 1.533
H -0.526 -1.275 1.529
H 0.807 -0.709 2.636
H -0.806 -0.005 2.715
H 0.556 -0.289 -0.579
H -1.447 1.115 -1.670
H -2.108 0.807 -0.042
H -1.429 -1.193 -2.010
H -1.707 -1.507 -0.435
H 0.939 -0.264 -3.317
H 1.195 -0.827 -1.802
O 1.330 -0.922 -2.739

Highest occupied orbital energy (alpha / beta): -14.97 / -14.97 eV
Charge: +1
2S+1: 2

***

Which structure loses on stability? i does.

***

i.
This record from OMol25 describes the molecule C5H13N. The level of theory is ωB97M-V/def2-TZVPD.

CARTESIAN COORDINATES (ANGSTROEM)
C -1.767 1.044 -0.450
C -0.602 0.371 -1.197
N 0.108 -0.475 -0.273
C 0.031 -1.958 -0.360
C 1.359 -0.002 0.250
C 1.086 0.724 1.645
H -2.448 0.327 0.088
H -1.334 1.712 0.333
H -2.474 1.556 -1.153
H -0.924 -0.089 -2.143
H 0.096 1.185 -1.599
H 0.797 -2.272 -1.067
H -0.975 -2.171 -0.765
H -0.158 -2.329 0.648
H 1.999 0.638 -0.371
H 2.055 -0.834 0.515
H 0.728 1.746 1.504
H 0.378 0.071 2.171
H 2.045 0.755 2.224

Highest occupied orbital energy: -7.90 eV
SMILES: CCN(C)CC

***

ii.
This record from OMol25 describes a cluster of 2 separate species, C5H13N in total. The level of theory is ωB97M-V/def2-TZVPD.

CARTESIAN COORDINATES (ANGSTROEM)
C -1.808 -1.029 -1.272
C -0.450 0.827 -0.063
C 0.680 -0.221 -0.258
C 1.983 0.672 -0.326
C 0.121 -1.287 0.776
N -0.264 1.215 1.380
H -1.280 -1.079 -2.158
H -2.776 -0.508 -1.255
H -2.060 -2.120 -0.905
H -0.463 1.726 -0.739
H 0.698 -0.766 -1.256
H 2.824 0.081 0.105
H 2.066 1.103 -1.414
H 1.874 1.587 0.337
H -0.360 -0.481 1.427
H 0.858 -1.843 1.462
H -0.578 -1.954 0.511
H -0.942 1.983 1.544
H -1.170 -0.014 -0.462

Highest occupied orbital energy: -8.27 eV

***

iii.
This record from OMol25 describes the molecule C5H13N. The level of theory is ωB97M-V/def2-TZVPD.

CARTESIAN COORDINATES (ANGSTROEM)
C 1.627 -1.106 -0.224
C 0.248 -0.346 -0.617
C -0.874 -1.482 -1.018
N -0.315 0.690 0.287
C -0.379 2.106 -0.105
C -0.285 0.445 1.778
H 1.691 -2.023 -0.826
H 1.471 -1.446 0.767
H 2.251 -0.261 -0.123
H 0.481 0.084 -1.575
H -0.735 -2.481 -0.786
H -1.897 -0.996 -0.749
H -0.949 -1.624 -2.138
H -1.498 2.330 0.034
H 0.342 2.728 0.392
H -0.314 2.189 -1.196
H 0.024 -0.615 1.763
H -1.257 0.574 2.155
H 0.369 1.235 2.180

Highest occupied orbital energy: -7.77 eV
SMILES: CC(C)N(C)C

***

iv.
This record from OMol25 describes the molecule C5H13N. The level of theory is ωB97M-V/def2-TZVPD.

CARTESIAN COORDINATES (ANGSTROEM)
C -1.859 -0.173 -0.938
N -0.460 -0.707 -1.031
C 0.418 -0.066 0.018
C 1.817 -0.564 -0.181
C -0.008 -0.373 1.520
C 0.340 1.429 -0.217
H -1.971 0.864 -1.250
H -2.526 -0.695 -1.614
H -2.224 -0.314 0.100
H -0.567 -1.703 -0.858
H 2.148 -0.269 -1.135
H 1.885 -1.630 0.091
H 2.499 -0.032 0.470
H 0.681 0.061 2.275
H -0.978 0.110 1.817
H -0.103 -1.452 1.763
H -0.691 1.850 -0.014
H 1.028 1.969 0.439
H 0.571 1.695 -1.255

Highest occupied orbital energy: -8.94 eV
SMILES: CNC(C)(C)C

***

Which structure loses on stability? ii does.

***

i.
This record from OMol25 describes a cluster of 2 separate species, C5H13N in total. The level of theory is ωB97M-V/def2-TZVPD.

CARTESIAN COORDINATES (ANGSTROEM)
C 1.496 -0.823 2.132
C 0.511 -0.301 1.098
C 0.346 1.231 1.167
N -0.338 1.783 -0.015
H 1.268 -0.451 3.156
H 2.538 -0.442 1.843
H 1.507 -1.937 2.127
H 0.915 -0.489 0.077
H -0.484 -0.785 1.132
H 1.349 1.675 1.132
H -0.078 1.452 2.164
H -0.551 2.768 0.148
H -1.277 1.388 -0.009
C -1.087 -0.343 -3.144
C -1.278 -1.332 -2.252
H -1.791 0.493 -3.134
H -0.385 -0.504 -3.995
H -2.056 -1.194 -1.486
H -0.606 -2.188 -2.139

Highest occupied orbital energy: -9.49 eV
SMILES: CCCN.C=C

***

ii.
This record from OMol25 describes a structure of composition C5H13N. The level of theory is ωB97M-V/def2-TZVPD.

CARTESIAN COORDINATES (ANGSTROEM)
C 0.584 0.487 -1.524
C -0.559 -0.218 -1.214
C -0.579 -1.535 -0.583
C -0.699 1.088 -0.185
C 0.317 1.563 0.833
N 0.818 -1.395 1.680
H 1.547 0.177 -1.137
H 0.621 1.173 -2.367
H -1.352 -0.146 -1.959
H -0.152 -2.329 -1.192
H -1.573 -1.897 -0.401
H 1.021 -2.316 2.034
H -1.148 1.901 -0.730
H -1.581 0.669 0.321
H -0.198 2.140 1.598
H 1.085 2.202 0.385
H 0.883 0.763 1.305
H 0.195 -1.484 0.597
H 0.769 -0.843 2.540

Highest occupied orbital energy: -6.45 eV

***

Which structure loses on stability? ii does.

***

i.
This record from OMol25 describes a cluster of 2 separate species, C5H13N in total. The level of theory is ωB97M-V/def2-TZVPD.

CARTESIAN COORDINATES (ANGSTROEM)
C -3.859 1.092 -0.572
C -2.651 1.563 -0.896
C -2.160 1.516 -2.321
H -3.997 0.722 0.433
H -4.627 1.052 -1.333
H -1.908 1.663 -0.112
H -1.263 0.914 -2.352
H -2.753 0.883 -2.968
H -1.947 2.496 -2.702
C 3.588 -1.374 1.740
N 2.160 -1.694 1.714
C 1.505 -1.040 0.603
H 3.791 -0.430 1.272
H 3.953 -1.202 2.759
H 4.201 -2.185 1.356
H 1.781 -1.348 2.578
H 2.073 -1.187 -0.315
H 1.568 0.044 0.754
H 0.544 -1.485 0.362

Highest occupied orbital energy: -8.91 eV
SMILES: C=CC.CNC

***

ii.
This record from OMol25 describes the molecule C5H13N. The level of theory is ωB97M-V/def2-TZVPD.

CARTESIAN COORDINATES (ANGSTROEM)
C -0.048 -1.753 -0.071
C -0.409 -0.356 0.378
C -2.270 -0.257 0.572
C -0.214 0.745 -0.540
C 1.608 0.837 -0.795
N 2.311 1.402 0.317
H -0.341 -1.928 -1.109
H 1.026 -1.931 0.032
H -0.551 -2.492 0.559
H -0.034 -0.151 1.383
H -2.709 -1.252 0.482
H -2.807 0.375 -0.137
H -2.422 0.115 1.587
H -0.474 1.723 -0.135
H -0.645 0.592 -1.530
H 2.035 -0.126 -1.078
H 1.682 1.481 -1.671
H 2.414 0.743 1.082
H 1.849 2.233 0.674

Highest occupied orbital energy: -8.17 eV
SMILES: CC(C)CCN

***

iii.
This record from OMol25 describes the molecule C5H13N. The level of theory is ωB97M-V/def2-TZVPD.

CARTESIAN COORDINATES (ANGSTROEM)
C 1.258 1.585 0.123
C 0.489 0.319 0.487
C 1.367 -0.890 0.206
C -0.908 0.242 -0.114
C -1.748 -0.820 0.601
N -0.880 -0.030 -1.546
H 1.694 1.324 -0.858
H 2.196 1.854 0.596
H 0.581 2.390 -0.130
H 0.340 0.306 1.574
H 1.528 -0.987 -0.868
H 2.334 -0.692 0.660
H 1.059 -1.835 0.652
H -1.347 1.230 0.043
H -1.912 -0.594 1.664
H -2.770 -0.844 0.215
H -1.255 -1.774 0.501
H -0.245 -0.760 -1.815
H -1.780 -0.024 -1.991

Highest occupied orbital energy: -8.82 eV
SMILES: CC(C)[C@H](C)N

***

Which structure loses on stability? i does.

***

i.
This record from OMol25 describes a cluster of 8 separate species, C28H48O24 in total. The level of theory is ωB97M-V/def2-TZVPD.

CARTESIAN COORDINATES (ANGSTROEM)
C -0.059 0.000 -4.028
C 0.043 1.030 -5.136
C -0.997 0.871 -6.269
O -1.466 2.197 -6.515
C -1.134 2.981 -5.479
O -1.362 4.141 -5.373
O -0.470 2.262 -4.549
H 0.555 -0.874 -4.241
H -1.125 -0.175 -3.878
H 0.269 0.396 -3.067
H 1.039 1.168 -5.555
H -1.841 0.235 -6.002
H -0.551 0.485 -7.185
C 1.413 -3.686 -3.023
C 2.230 -2.645 -2.250
O 3.641 -2.741 -2.534
C 4.179 -2.040 -3.535
O 5.317 -2.190 -3.869
O 3.312 -1.184 -4.103
C 3.913 -0.237 -4.986
H 2.026 -4.325 -3.653
H 0.581 -3.236 -3.567
H 0.892 -4.333 -2.310
H 2.203 -2.846 -1.182
H 1.811 -1.661 -2.434
H 3.230 0.606 -5.039
H 4.126 -0.676 -5.959
H 4.865 0.120 -4.592
C 0.696 -0.850 8.776
C 0.952 -1.605 7.487
O 0.810 -0.673 6.395
C 0.377 -1.199 5.230
O 0.023 -2.324 5.067
O 0.347 -0.271 4.267
C 0.951 0.999 4.479
H 1.526 -0.193 9.036
H 0.564 -1.570 9.587
H -0.227 -0.273 8.729
H 0.257 -2.433 7.377
H 1.976 -1.978 7.439
H 0.314 1.619 5.112
H 1.088 1.477 3.511
H 1.932 0.893 4.940
C 2.030 3.593 -2.447
C 2.408 2.909 -1.158
O 1.453 3.133 -0.117
C 1.575 4.273 0.574
O 2.542 4.986 0.581
O 0.463 4.455 1.272
C 0.398 5.647 2.046
H 2.660 3.245 -3.266
H 2.107 4.675 -2.345
H 1.001 3.361 -2.733
H 3.398 3.269 -0.866
H 2.514 1.825 -1.209
H -0.649 5.838 2.283
H 0.813 6.499 1.518
H 0.867 5.476 3.017
C -1.780 -5.004 -0.516
O -0.913 -6.139 -0.484
C -0.202 -6.360 0.625
O -0.328 -5.808 1.685
O 0.663 -7.341 0.363
C 1.545 -7.660 1.442
H -1.878 -4.541 0.465
H -2.747 -5.377 -0.846
H -1.355 -4.276 -1.203
H 0.980 -7.940 2.325
H 2.212 -6.814 1.596
H 2.128 -8.502 1.079
O -0.006 -2.700 1.042
C -0.216 -1.562 0.792
O -1.008 -0.727 1.518
C -1.040 0.564 0.921
C -0.307 0.353 -0.408
O 0.496 -0.809 -0.083
H -2.067 0.870 0.714
H -0.643 1.332 1.588
H 0.456 1.069 -0.672
H -1.030 0.131 -1.184
O -2.905 1.755 -2.147
C -2.753 2.932 -2.092
O -2.118 3.545 -1.060
C -2.065 4.942 -1.284
C -2.893 5.148 -2.576
O -3.192 3.815 -2.984
H -2.494 5.505 -0.458
H -1.037 5.273 -1.433
H -2.345 5.643 -3.374
H -3.815 5.703 -2.408
O -2.340 -2.729 3.539
C -3.015 -1.772 3.478
O -3.663 -1.285 2.402
C -4.511 -0.192 2.780
C -4.042 0.136 4.211
O -3.275 -0.983 4.574
H -4.419 0.571 2.010
H -5.540 -0.562 2.751
H -4.904 0.296 4.853
H -3.441 1.049 4.193

Highest occupied orbital energy: -10.01 eV
SMILES: C[C@H]1COC(=O)O1.CCOC(=O)OC.CCOC(=O)OC.CCOC(=O)OC.COC(=O)OC.O=C1OCCO1.O=C1OCCO1.O=C1OCCO1

***

ii.
This record from OMol25 describes a cluster of 8 separate species, C28H48O24 in total. The level of theory is ωB97M-V/def2-TZVPD.

CARTESIAN COORDINATES (ANGSTROEM)
C 8.776 -4.424 4.734
C 7.390 -4.653 4.014
C 6.188 -4.809 4.911
O 5.411 -3.726 4.724
C 5.956 -2.911 3.830
O 5.479 -1.899 3.308
O 7.195 -3.393 3.444
H 9.272 -5.311 5.131
H 8.623 -3.868 5.658
H 9.425 -3.803 4.116
H 7.521 -5.440 3.272
H 6.375 -4.857 5.984
H 5.625 -5.726 4.737
C -5.291 2.025 0.231
C -5.765 0.648 0.665
C -6.824 -0.033 -0.270
O -6.249 -1.298 -0.490
C -4.970 -1.396 0.007
O -4.160 -2.307 -0.195
O -4.696 -0.250 0.682
H -5.034 2.053 -0.828
H -4.329 2.305 0.660
H -6.013 2.800 0.487
H -6.173 0.703 1.675
H -6.934 0.547 -1.186
H -7.775 -0.192 0.238
C 0.363 0.090 2.400
C 0.948 0.158 0.938
C 0.438 -0.846 -0.094
O 0.330 -0.040 -1.319
C 0.374 1.276 -1.024
O 0.201 2.156 -1.843
O 0.741 1.398 0.313
H 0.842 0.932 2.900
H 0.713 -0.875 2.767
H -0.720 0.091 2.519
H 2.019 0.190 1.139
H -0.579 -1.107 0.198
H 1.099 -1.694 -0.271
C -2.023 4.054 5.213
C -3.009 5.147 5.534
C -3.956 5.412 4.398
O -5.201 5.620 5.087
C -5.180 5.089 6.283
O -6.134 4.864 7.026
O -3.954 4.781 6.520
H -2.364 3.037 5.407
H -1.091 4.145 5.771
H -1.689 4.057 4.176
H -2.391 5.987 5.852
H -3.954 4.539 3.745
H -3.735 6.273 3.768
C 4.225 -8.751 -4.659
O 4.964 -7.683 -4.015
C 4.691 -6.431 -4.335
O 3.908 -6.046 -5.201
O 5.397 -5.657 -3.531
C 5.236 -4.199 -3.652
H 3.152 -8.632 -4.503
H 4.578 -9.587 -4.057
H 4.388 -8.685 -5.735
H 5.420 -3.862 -4.672
H 5.898 -3.734 -2.921
H 4.282 -3.797 -3.312
C -0.250 5.448 -6.287
O 0.274 4.672 -7.416
C -0.503 4.339 -8.454
O -1.724 4.492 -8.408
O 0.144 3.901 -9.492
C 1.500 3.528 -9.477
H -1.017 4.954 -5.689
H -0.449 6.458 -6.646
H 0.577 5.522 -5.581
H 1.824 2.849 -10.265
H 1.693 2.953 -8.571
H 2.177 4.383 -9.455
C 0.946 -1.185 8.174
O 0.112 -0.072 8.138
C 0.086 0.726 9.215
O 0.909 0.728 10.125
O -0.971 1.421 9.067
C -1.312 2.346 10.077
H 1.060 -1.359 7.104
H 0.676 -2.005 8.838
H 1.974 -0.939 8.440
H -0.987 2.174 11.104
H -2.399 2.269 10.112
H -1.226 3.368 9.709
C -4.017 -0.547 -10.605
O -3.167 -0.546 -9.456
C -3.389 0.260 -8.457
O -4.208 1.213 -8.377
O -2.528 -0.054 -7.541
C -2.641 0.453 -6.163
H -4.705 -1.387 -10.507
H -3.466 -0.818 -11.505
H -4.642 0.333 -10.757
H -2.068 1.376 -6.079
H -1.944 -0.205 -5.644
H -3.587 0.495 -5.624

Highest occupied orbital energy: -10.01 eV
SMILES: C[C@H]1COC(=O)O1.C[C@H]1COC(=O)O1.C[C@H]1COC(=O)O1.C[C@H]1COC(=O)O1.COC(=O)OC.COC(=O)OC.COC(=O)OC.COC(=O)OC

***

Which structure loses on stability? ii does.